(1)
# C2H5NOS

The molecule C2H5NOS (wB97M-V/def2-TZVPD, the Open Molecules 2025 dataset).

Values from the calculation:
**SMILES**: CO/C=N\S
**LUMO energy**: 0.030 Eh
**Maximum force**: 0.1959 hartree/bohr
**Kohn-Sham gap**: 9.5 eV
**E_tot**: -607.28008 a.u.
**2S+1**: 1
**Highest occupied orbital energy**: -8.7 eV

Each line ends with the Mulliken charge.
CARTESIAN COORDINATES (ANGSTROEM)
C (0.303, 0.625, -1.776)  -0.57
O (-0.375, 0.282, -0.512)  -0.39
C (-0.046, -0.716, 0.440)  0.14
N (-0.412, -0.793, 1.592)  -0.28
S (-1.172, 0.327, 2.555)  -0.13
H (0.198, -0.379, -2.445)  0.25
H (-0.201, 1.389, -2.040)  0.26
H (1.387, 0.805, -1.655)  0.28
H (0.876, -1.241, 0.072)  0.29
H (-0.558, -0.298, 3.769)  0.16

=====

(2)
# C19H18ClN3O4S3

The molecule C19H18ClN3O4S3 (wB97M-V/def2-TZVPD, the Open Molecules 2025 dataset).

Values from the calculation:
**SMILES**: O=C(CSc1nc2ccccc2s1)Nc1cc(S(=O)(=O)N2CCOCC2)ccc1Cl
**LUMO energy**: 0.012 Eh
**Maximum force**: 0.0215 hartree/bohr
**Kohn-Sham gap**: 8.9 eV
**E_tot**: -2854.83559 a.u.
**2S+1**: 1
**Highest occupied orbital energy**: -8.6 eV

Each line ends with the Mulliken charge.
CARTESIAN COORDINATES (ANGSTROEM)
O (1.224, -2.344, 0.478)  -0.55
C (2.059, -1.495, 0.668)  0.30
C (3.501, -1.702, 0.222)  -0.78
S (4.309, -0.194, -0.419)  -0.18
C (2.961, 0.507, -1.258)  0.48
N (1.833, -0.089, -1.362)  -0.32
C (0.876, 0.722, -1.899)  -0.81
C (-0.462, 0.390, -2.075)  -0.06
C (-1.325, 1.348, -2.563)  -0.61
C (-0.866, 2.620, -2.895)  -0.52
C (0.464, 2.967, -2.742)  -0.60
C (1.330, 2.016, -2.232)  1.08
S (3.028, 2.165, -1.853)  -0.25
N (1.854, -0.337, 1.374)  -0.09
C (0.652, 0.361, 1.410)  -1.35
C (-0.572, -0.249, 1.150)  0.08
C (-1.724, 0.503, 1.098)  0.53
S (-3.290, -0.273, 0.669)  1.17
O (-3.663, 0.206, -0.631)  -0.60
O (-4.193, -0.061, 1.763)  -0.70
N (-2.879, -1.874, 0.552)  0.13
C (-3.080, -2.728, 1.702)  -0.65
C (-2.093, -3.898, 1.606)  -0.33
O (-2.241, -4.585, 0.385)  -0.45
C (-2.014, -3.728, -0.712)  -0.27
C (-3.022, -2.574, -0.704)  -0.64
C (-1.707, 1.865, 1.326)  -0.71
C (-0.501, 2.488, 1.605)  -0.78
C (0.665, 1.742, 1.638)  0.81
Cl (2.174, 2.545, 1.929)  -0.25
H (3.513, -2.469, -0.552)  0.41
H (4.118, -2.024, 1.062)  0.41
H (-0.798, -0.600, -1.813)  0.52
H (-2.372, 1.111, -2.662)  0.40
H (-1.560, 3.353, -3.276)  0.41
H (0.820, 3.953, -2.998)  0.42
H (2.666, 0.257, 1.520)  0.32
H (-0.606, -1.305, 0.953)  0.56
H (-4.109, -3.114, 1.720)  0.39
H (-2.910, -2.134, 2.599)  0.42
H (-1.063, -3.523, 1.695)  0.13
H (-2.286, -4.628, 2.393)  0.40
H (-0.989, -3.330, -0.667)  0.08
H (-2.133, -4.340, -1.607)  0.44
H (-4.039, -2.979, -0.810)  0.32
H (-2.838, -1.864, -1.508)  0.38
H (-2.628, 2.423, 1.281)  0.47
H (-0.459, 3.551, 1.780)  0.46

=====

Quick rundown of energy above the lowest of the compared OMol25 structures with the same formula, charge and spin, same order as above: 3.449 0.000 eV